#P
The ion C6H14N4O with charge +2, computed with wB97M-V/def2-TZVPD.

The net charge is +2. The structure (SMILES) is N/C([NH3+])=C(\N)[N+]1=C(O)CCC1. As for the orbital gap (spin up / spin down): 8.8 / 8.8 eV.

Each line ends with the Mulliken charge.
Cartesian coordinates (Å):
C: 1.520 0.938 -0.294  0.360
C: -0.788 0.594 0.364  0.323
C: -1.995 -0.096 -0.245  -0.344
C: 2.810 0.264 -0.296  -0.571
C: 2.460 -1.177 -0.044  -0.712
C: 0.984 -1.145 0.501  -0.352
N: 0.463 0.139 0.003  0.275
N: -3.281 -0.001 0.235  -0.605
N: -0.899 1.748 1.158  -0.480
N: -1.950 -1.166 -1.277  -0.016
O: 1.404 2.210 -0.289  -0.385
H: 3.495 0.539 -1.102  0.408
H: 3.541 0.655 0.372  0.411
H: 2.578 -1.784 -0.884  0.374
H: 3.229 -1.757 0.522  0.414
H: 0.402 -2.087 0.010  0.142
H: 1.117 -1.328 1.619  0.279
H: -3.914 0.675 -0.161  0.238
H: -3.435 0.186 1.200  0.275
H: 0.691 2.700 0.057  0.417
H: -1.685 2.205 0.786  0.280
H: -0.764 1.758 2.160  0.219
H: -2.393 -0.693 -2.073  0.400
H: -0.998 -1.556 -1.289  0.273
H: -2.592 -1.821 -1.035  0.376

#Q
The ion C6H14N4O with charge +2, computed with wB97M-V/def2-TZVPD.

The net charge is +2. As for the orbital gap: 10.5 eV.

Each line ends with the Mulliken charge.
Cartesian coordinates (Å):
C: -1.315 -0.038 0.780  0.296
C: 1.479 1.717 -1.101  0.479
C: 0.003 0.751 0.857  -0.747
C: 0.232 1.935 -0.140  -0.596
C: -0.719 -3.388 0.906  -1.031
C: -1.027 -2.398 -0.106  0.119
N: -1.270 -1.173 0.118  -0.177
N: 1.560 0.520 -1.439  -0.246
N: -2.499 0.531 1.189  -0.284
N: 2.168 2.727 -1.551  -0.379
O: 2.612 0.119 -2.551  -0.375
H: 0.056 1.044 1.961  0.423
H: 0.738 -0.145 0.779  0.335
H: 0.272 2.964 0.386  0.400
H: -0.594 2.075 -0.760  0.503
H: -1.506 -4.126 1.281  0.354
H: 0.134 -3.985 0.516  0.301
H: -0.504 -2.968 1.920  0.300
H: 2.504 0.557 -3.403  0.436
H: -1.099 -2.681 -1.108  0.494
H: -2.555 1.492 1.049  0.243
H: -3.250 -0.056 1.154  0.231
H: 1.803 3.659 -1.427  0.245
H: 2.899 2.599 -2.204  0.200
H: 2.639 -0.886 -2.347  0.478

Most stable structure: #P

#P
A cluster of 13 separate species, C6H39N2O12 in total, computed with wB97M-V/def2-TZVPD.

The net charge is +1. As for the orbital gap: 8.6 eV.

Each line ends with the Mulliken charge.
Cartesian coordinates (Å):
C: 0.634 -2.288 -2.445  -1.603
C: 0.156 -1.276 -1.407  0.540
C: 1.314 -0.821 -0.489  -1.265
C: 0.892 0.547 0.006  -0.271
C: 0.396 0.762 1.227  0.359
N: -0.158 1.963 1.650  0.121
C: 0.260 2.501 2.925  -1.089
N: -0.930 -1.933 -0.592  0.253
H: -0.127 -3.070 -2.513  0.452
H: 1.543 -2.849 -2.239  0.344
H: 0.701 -1.893 -3.457  0.398
H: -0.300 -0.397 -1.857  0.145
H: 2.197 -0.665 -1.097  0.594
H: 1.577 -1.484 0.336  0.482
H: 0.977 1.415 -0.635  -0.275
H: 0.478 -0.024 1.975  0.438
H: -0.317 2.639 0.898  0.094
H: 1.236 2.993 2.809  0.229
H: -0.467 3.212 3.315  0.373
H: 0.464 1.805 3.740  0.376
H: -0.487 -2.647 -0.006  0.118
H: -1.680 -2.278 -1.186  0.483
H: -1.330 -1.204 0.005  -0.056
H: -3.064 0.708 -3.770  0.281
H: -2.538 1.371 -2.555  0.262
O: -2.515 0.513 -3.000  -0.569
H: -2.188 -1.748 2.190  0.429
H: -2.782 -3.224 2.229  0.254
O: -1.998 -2.702 2.055  -0.594
H: 1.201 1.666 -2.779  0.297
H: 0.225 2.355 -3.770  0.242
O: 0.274 1.928 -2.908  -0.470
H: -4.036 -1.784 -1.635  0.289
H: -3.853 -2.902 -0.587  0.293
O: -3.603 -1.996 -0.800  -0.613
H: -2.533 2.459 0.061  0.289
H: -3.919 1.924 0.325  0.293
O: -3.063 1.651 -0.032  -0.638
H: 3.167 1.358 -1.714  0.357
H: 3.751 2.567 -2.656  0.270
O: 2.994 2.087 -2.322  -0.664
H: -2.767 0.490 1.309  0.326
H: -1.948 0.386 2.635  0.301
O: -2.535 -0.103 2.052  -0.701
H: 3.136 2.417 2.145  0.242
H: 3.348 2.911 0.770  0.298
O: 3.266 2.075 1.248  -0.548
H: 0.360 -3.535 3.677  0.331
H: -0.108 -2.223 3.066  0.352
O: 0.691 -2.731 3.257  -0.729
H: 5.188 0.471 -0.407  0.319
H: 3.831 0.309 0.282  0.283
O: 4.327 0.047 -0.508  -0.658
H: 0.462 -3.778 1.760  0.324
H: 1.375 -4.608 0.845  0.321
O: 0.470 -4.289 0.927  -0.666
H: -0.368 4.321 -0.447  0.278
H: -0.324 2.995 -1.162  0.417
O: -0.953 3.611 -0.745  -0.737

#Q
A cluster of 13 separate species, C6H39N2O12 in total, computed with wB97M-V/def2-TZVPD.

The net charge is +1. As for the orbital gap: 8.6 eV.

Each line ends with the Mulliken charge.
Cartesian coordinates (Å):
C: 2.327 1.662 0.828  -1.244
C: 0.907 1.981 0.347  0.147
C: -0.055 2.701 1.434  -0.350
C: -1.441 2.789 1.205  1.188
C: -2.060 2.761 -0.009  -0.513
N: -3.456 2.886 -0.058  -0.471
C: -2.234 3.247 2.385  -3.259
N: 0.228 0.645 -0.229  1.351
H: 2.725 2.484 1.409  0.454
H: 2.898 1.337 -0.104  0.253
H: 2.379 0.877 1.580  0.055
H: 0.904 2.551 -0.641  0.286
H: 0.110 2.075 2.429  0.294
H: 0.450 3.686 1.553  0.472
H: -1.510 2.661 -0.909  0.496
H: -3.903 3.139 -0.914  0.235
H: -3.846 3.524 0.641  0.194
H: -1.665 3.663 3.227  0.414
H: -2.708 4.167 2.257  0.782
H: -2.946 2.572 2.681  0.619
H: -0.673 0.566 0.319  0.102
H: 0.687 -0.140 0.084  -0.199
H: 0.174 0.823 -1.277  0.103
H: 0.334 -3.456 0.641  0.367
H: -0.572 -4.566 1.022  0.358
O: -0.335 -3.537 1.271  -0.654
H: 0.291 -0.925 -2.903  0.471
H: 1.460 -1.271 -4.025  0.370
O: 0.520 -0.757 -3.786  -0.820
H: -1.266 1.381 3.545  0.205
H: -0.940 0.993 4.842  0.332
O: -0.777 0.661 3.922  -0.546
H: 1.590 -1.912 4.314  0.325
H: 2.493 -0.897 4.775  0.237
O: 2.046 -1.039 4.028  -0.590
H: 2.216 -1.411 2.199  0.387
H: 1.031 -1.713 1.220  0.025
O: 1.864 -1.303 1.189  -0.656
H: 3.487 -1.695 -1.801  0.313
H: 1.958 -2.042 -1.665  0.297
O: 2.606 -1.691 -2.251  -0.631
H: 2.303 -3.557 -0.181  0.261
H: 1.249 -3.801 -1.460  0.299
O: 1.511 -3.345 -0.611  -0.669
H: -2.879 -0.908 1.389  0.223
H: -3.126 0.570 0.833  0.261
O: -2.586 -0.202 0.853  -0.496
H: -1.874 -0.755 -1.208  0.340
H: -1.591 -2.174 -0.397  0.253
O: -1.114 -1.501 -1.018  -0.563
H: 3.080 0.299 -2.937  0.297
H: 1.723 0.624 -3.362  0.309
O: 2.261 0.800 -2.647  -0.539
H: -0.721 -3.734 -2.905  0.233
H: -0.542 -3.127 -4.279  0.273
O: -0.146 -3.341 -3.402  -0.534
H: -1.910 1.080 -2.784  0.245
H: -1.064 -0.201 -2.889  0.219
O: -1.086 0.711 -2.478  -0.611

Most stable structure: #P

#P
A cluster of 2 separate species, CH4N2OS in total, computed with wB97M-V/def2-TZVPD.

The expectation value of S² is 2.007. The net charge is 0. The spin multiplicity is 3. As for the orbital gap (spin up / spin down): 9.0 / 7.0 eV.

Each line ends with the Mulliken charge.
Cartesian coordinates (Å):
C: -1.407 0.896 -0.250  -0.270
N: -0.588 0.390 0.579  -0.336
N: 2.257 0.712 1.206  -0.245
O: 2.697 0.342 0.083  -0.068
S: 2.349 -1.081 -0.647  0.068
H: -0.910 1.202 -1.165  0.228
H: -2.548 1.150 -0.184  0.205
H: 2.888 1.578 1.397  0.224
H: -0.969 0.235 1.592  0.194

#Q
A cluster of 2 separate species, CH4N2OS in total, computed with wB97M-V/def2-TZVPD.

The expectation value of S² is 2.010. The net charge is 0. The spin multiplicity is 3. As for the orbital gap (spin up / spin down): 5.4 / 8.3 eV.

Each line ends with the Mulliken charge.
Cartesian coordinates (Å):
C: -0.008 0.953 -1.191  0.609
N: -1.022 0.962 -0.547  -0.418
N: 1.193 -0.657 0.120  -0.310
O: 0.897 1.028 -1.930  -0.421
S: 0.209 -1.341 1.048  -0.293
H: -0.511 -0.518 1.932  0.155
H: -1.903 1.239 -0.152  0.259
H: 2.071 -0.412 0.597  0.305
H: -0.926 -1.256 0.123  0.114

Most stable structure: #P